(1)
Molecular formula: C55H41HgN8O6P2Se
Method: DFT, ωB97M-V with the def2-TZVPD basis set

Element x y z (Å)
Hg  7.581  -4.198  25.277
C  13.840  -0.839  22.520
C  13.080  -1.877  23.243
N  11.817  -2.003  23.529
C  11.670  -3.144  24.186
C  12.907  -3.751  24.499
N  13.796  -2.872  23.847
C  13.311  -4.838  25.364
O  14.293  -5.691  24.899
O  12.911  -4.908  26.516
C  10.334  -3.659  24.597
O  10.277  -4.830  25.033
O  9.321  -2.941  24.281
H  13.984  0.066  23.137
H  13.296  -0.519  21.618
H  14.867  -1.267  22.302
H  14.816  -2.850  23.824
H  14.531  -5.615  23.940
O  5.660  -1.714  25.589
C  5.361  -2.112  26.926
C  4.092  -2.124  27.416
C  3.915  -2.578  28.718
C  4.966  -2.793  29.578
C  6.261  -2.606  29.137
C  6.505  -2.310  27.792
P  8.105  -2.412  27.106
C  8.839  -0.819  27.008
C  8.528  0.054  28.060
C  9.072  1.335  28.077
C  9.823  1.848  26.960
C  10.045  1.001  25.903
C  9.614  -0.331  25.941
C  9.111  -3.559  28.193
C  8.652  -4.666  28.860
C  9.541  -5.657  29.292
C  10.926  -5.538  29.135
C  11.402  -4.301  28.633
C  10.480  -3.343  28.301
C  4.636  -1.670  24.650
C  3.891  -0.509  24.511
C  2.892  -0.377  23.575
C  2.425  -1.519  22.941
C  3.097  -2.771  23.131
C  4.276  -2.793  23.873
P  5.152  -4.398  24.086
C  5.282  -5.111  22.420
C  4.890  -6.426  22.121
C  5.294  -6.994  20.893
C  5.856  -6.176  19.914
C  6.113  -4.834  20.165
C  5.793  -4.252  21.400
C  4.094  -5.340  25.171
C  4.397  -6.648  25.453
C  3.512  -7.423  26.188
C  2.415  -6.798  26.776
C  2.148  -5.413  26.589
C  2.948  -4.716  25.688
H  3.208  -1.863  26.889
H  2.906  -2.563  28.998
H  4.824  -2.893  30.688
H  7.087  -2.702  29.874
H  7.945  -0.300  28.928
H  8.977  1.965  28.970
H  10.317  2.812  27.035
H  10.619  1.234  24.993
H  9.733  -0.941  25.016
H  7.656  -4.714  29.169
H  9.189  -6.558  29.780
H  11.598  -6.339  29.408
H  12.449  -4.015  28.610
H  10.894  -2.424  28.016
H  4.170  0.382  25.177
H  2.487  0.604  23.358
H  1.626  -1.520  22.172
H  2.789  -3.721  22.694
H  4.353  -7.045  22.883
H  5.180  -8.040  20.644
H  5.950  -6.595  18.886
H  6.707  -4.220  19.451
H  5.852  -3.200  21.560
H  5.338  -7.053  25.148
H  3.708  -8.481  26.275
H  1.902  -7.414  27.536
H  1.414  -4.989  27.229
H  2.733  -3.654  25.557
N  7.126  -1.002  22.007
C  7.862  -0.253  21.517
C  8.719  0.556  20.784
C  8.514  1.879  20.429
N  8.272  2.968  20.154
C  9.769  -0.134  20.171
N  10.611  -0.825  19.714
O  9.060  -7.657  22.867
C  8.321  -7.017  23.621
N  7.540  -6.490  24.366
C  10.796  -4.520  17.895
N  10.051  -5.641  18.517
C  9.881  -5.955  19.875
Se  10.322  -4.995  21.387
N  9.040  -7.063  19.934
C  8.755  -7.482  18.623
C  7.801  -8.435  18.142
C  7.572  -8.419  16.771
C  8.073  -7.401  15.925
C  9.013  -6.481  16.406
C  9.298  -6.547  17.774
H  11.453  -4.906  17.038
H  11.457  -4.041  18.654
H  10.115  -3.759  17.512
H  8.823  -7.528  20.818
H  7.364  -9.171  18.812
H  7.016  -9.292  16.395
H  7.859  -7.393  14.850
H  9.576  -5.846  15.761

Force components x, y, z for each atom (eV/Å):
-0.125 -0.898 -0.046
0.652 0.518 -0.314
0.734 -0.703 1.260
-0.163 1.209 -1.654
0.807 -1.512 2.276
-0.920 2.398 -1.966
0.522 -0.676 -0.143
-0.114 -0.032 1.838
0.167 0.039 -0.370
1.291 -0.742 -2.239
-1.328 -1.308 -1.118
0.266 1.039 0.261
1.050 -0.132 0.393
-0.059 -0.321 -0.134
0.386 -0.287 0.137
-1.173 0.690 -0.147
-0.655 -0.455 0.224
-0.946 0.289 1.175
-0.308 -0.390 1.066
2.009 1.058 -1.227
0.233 -0.892 0.804
0.468 0.747 -0.320
-0.331 0.366 1.808
0.548 0.113 -0.227
-2.145 0.094 0.408
1.630 -2.663 -0.866
0.420 1.706 0.650
0.638 0.734 0.508
0.548 0.851 -0.705
-0.480 -0.856 1.742
0.529 -0.960 -0.794
-1.013 -0.602 -0.837
0.162 1.964 0.191
0.715 -0.958 0.151
0.870 -0.130 0.097
-0.433 1.154 -0.593
-0.383 -0.859 1.514
0.262 -0.227 -0.937
-0.725 -0.434 0.131
1.519 1.824 1.595
-0.575 -0.529 -0.329
0.215 -1.756 -1.090
0.169 1.859 -0.111
-0.153 -0.728 0.906
1.389 0.998 -0.366
-1.428 0.540 -0.716
0.858 -0.750 0.219
-0.426 0.971 0.169
-0.303 -0.495 -0.654
0.632 1.045 0.194
-0.343 -2.277 0.055
-1.110 1.137 -0.900
-0.112 -0.659 0.324
-0.256 0.823 -0.224
0.049 -0.098 0.737
1.231 -2.169 -0.197
-0.458 -0.107 1.200
-0.281 0.180 -0.787
-1.239 -0.345 1.005
-0.157 -0.317 -1.276
-0.519 0.077 -0.852
0.341 0.253 -0.563
-0.174 -0.207 -0.385
-0.320 0.046 -0.123
-0.300 0.420 0.621
0.123 0.184 0.965
-1.588 -0.549 -0.161
-0.319 0.102 -0.029
0.005 -0.034 0.027
-0.228 -0.396 -0.007
0.324 1.371 -0.711
-0.283 -1.377 -1.173
-0.201 -0.122 0.125
0.381 0.322 0.750
-0.180 0.483 -0.207
0.755 0.582 -0.715
-0.433 -0.090 0.235
0.490 0.374 0.950
-0.920 -0.422 0.287
0.668 0.612 0.221
0.523 -0.189 -0.462
-0.033 -0.076 0.400
-0.263 0.621 -0.563
-0.663 0.637 0.020
0.214 -0.484 -0.295
0.093 0.292 0.177
-1.330 -0.536 0.325
1.039 -0.292 -0.352
-0.595 -0.262 0.452
-0.045 1.197 -0.345
2.371 -2.060 -1.064
-1.576 1.679 0.725
-1.176 0.794 0.862
-0.228 -0.571 -0.049
1.006 -0.749 -1.144
0.902 -0.685 0.258
0.078 -0.421 0.520
-0.615 0.638 0.704
0.297 -0.244 -1.245
1.243 0.257 -1.794
-2.391 -0.618 1.254
1.878 0.933 0.203
-0.473 -0.307 -0.019
0.816 -0.483 -0.115
-0.699 -1.348 0.765
0.825 1.073 -0.964
-0.974 0.355 1.201
-0.651 -0.448 -0.384
-0.051 -0.097 0.056
0.138 0.290 0.190
0.077 0.141 -0.217
-0.069 0.812 -0.222
-0.037 -0.203 0.465
-0.077 0.648 -0.346

## Properties
E in Eh: -6247.5009
2S+1: 2
HOMO energy (spin up / spin down) in eV: 0.4 / -2.5
Total charge: -2
Energy above the lowest of the compared OMol25 structures with the same formula, charge and spin in eV: 3.643
HOMO-LUMO gap (spin up / spin down) in eV: 3.52 / 6.42


(2)
Molecular formula: CH4ClN2O
Method: DFT, ωB97M-V with the def2-TZVPD basis set

Element x y z (Å)
C  -0.296  0.228  0.271
N  1.173  -0.526  -1.140
N  -1.421  0.528  -0.287
O  0.064  0.450  1.479
Cl  1.371  -0.055  2.461
H  1.810  -0.526  -0.375
H  0.931  -1.482  -1.427
H  -1.416  0.396  -1.232
H  -2.215  0.987  0.250

Force components x, y, z for each atom (eV/Å):
4.048 -2.556 -2.354
-3.285 2.208 1.559
-0.286 1.173 4.695
-1.628 0.817 0.162
-0.322 -0.163 -1.187
1.097 -0.493 0.567
-0.299 0.022 0.739
-0.546 -0.286 -3.123
1.223 -0.722 -1.057

## Properties
E in Eh: -684.9799
HOMO energy in eV: -15.8
Total charge: +1
Energy above the lowest of the compared OMol25 structures with the same formula, charge and spin in eV: 4.480
HOMO-LUMO gap in eV: 9.23


(3)
Molecular formula: C4H11NO2
Method: DFT, ωB97M-V with the def2-TZVPD basis set

Element x y z (Å)
C  -0.593  -1.793  0.262
N  -0.273  -0.572  0.263
C  -1.335  0.355  0.484
C  -2.095  0.245  1.566
C  -1.330  1.605  -0.339
H  0.203  -2.533  0.267
H  -1.623  -2.116  0.118
H  -2.079  -0.624  2.202
H  -2.668  1.073  1.973
H  -1.518  2.491  0.273
H  -0.384  1.758  -0.854
H  -2.078  1.587  -1.133
O  2.140  0.697  -1.822
H  3.037  0.852  -1.524
H  1.498  1.024  -1.188
O  2.783  -1.494  0.009
H  3.712  -1.524  0.256
H  2.603  -1.031  -0.815

Force components x, y, z for each atom (eV/Å):
0.505 -0.206 -0.835
-0.949 0.291 0.263
0.816 0.456 0.193
-0.378 0.064 0.635
0.090 0.335 -0.331
-0.011 -0.043 -0.057
-0.139 -0.119 0.450
0.261 -0.206 0.033
-0.203 -0.053 -0.506
-0.054 -0.152 -0.049
0.131 -0.055 0.094
-0.130 -0.128 0.056
-0.065 -0.432 -0.807
-0.133 0.430 0.370
0.317 -0.037 0.424
-0.343 -0.572 0.690
-0.097 0.246 -0.577
0.383 0.181 -0.045

## Properties
E in Eh: -364.1838
HOMO energy in eV: -9.0
Energy above the lowest of the compared OMol25 structures with the same formula, charge and spin in eV: 2.297
HOMO-LUMO gap in eV: 9.78


(4)
Molecular formula: C31H55GdO6Si
Method: DFT, ωB97M-V with the def2-TZVPD basis set

Element x y z (Å)
O  -1.431  2.152  -3.631
C  -0.373  2.371  -4.560
C  -0.850  3.736  -5.063
H  -0.458  1.518  -5.191
H  0.602  2.248  -4.054
C  -2.106  3.319  -4.237
H  -0.843  3.833  -6.235
H  -0.165  4.526  -4.569
C  -3.140  2.560  -5.073
H  -2.648  1.634  -5.445
H  -3.486  3.066  -5.955
H  -3.987  2.026  -4.527
C  -2.431  4.350  -3.052
H  -1.547  4.726  -2.472
H  -3.048  4.048  -2.167
H  -2.829  5.363  -3.386
Gd  0.709  0.008  -0.851
C  0.784  2.406  0.280
C  2.092  1.829  0.267
C  2.565  1.847  -1.077
H  2.679  1.574  1.145
C  1.541  2.420  -1.874
C  0.452  2.740  -1.057
H  -0.459  3.256  -1.379
H  0.211  2.695  1.163
H  3.558  1.559  -1.435
H  1.611  2.621  -2.945
C  -2.148  0.090  0.400
C  -2.200  1.358  -0.257
C  -2.491  1.084  -1.613
H  -2.223  2.348  0.195
C  -2.364  -0.314  -1.849
C  -2.183  -0.933  -0.591
H  -2.158  -2.014  -0.416
H  -2.311  -0.069  1.464
H  -2.909  1.804  -2.295
H  -2.414  -0.801  -2.847
O  0.389  -1.387  -4.950
C  0.053  -0.451  -6.041
C  0.408  -0.912  -7.420
H  0.682  0.466  -5.906
H  -0.988  -0.030  -5.993
C  1.391  -2.039  -7.119
H  0.821  -0.048  -7.924
H  -0.442  -1.206  -8.007
C  1.309  -2.275  -5.582
H  2.415  -1.793  -7.445
H  1.154  -2.989  -7.607
H  2.274  -2.113  -5.064
H  1.059  -3.346  -5.381
C  -0.533  -4.071  3.167
C  -1.544  -2.980  3.571
C  -2.938  -3.367  3.098
C  -1.526  -2.737  5.082
O  -1.168  -1.701  2.883
Si  0.360  -1.126  2.621
O  0.603  -0.702  1.057
O  0.705  0.093  3.664
C  0.240  1.132  4.669
C  -1.121  1.707  4.237
C  0.140  0.540  6.079
C  1.324  2.216  4.643
O  1.427  -2.345  2.960
C  2.885  -2.196  3.127
C  3.420  -1.013  2.311
C  3.191  -1.982  4.610
C  3.490  -3.521  2.661
H  -0.767  -5.053  3.641
H  0.482  -3.822  3.476
H  -0.499  -4.222  2.074
H  -3.690  -2.583  3.350
H  -3.254  -4.324  3.585
H  -2.933  -3.503  1.997
H  -0.505  -2.525  5.429
H  -2.197  -1.904  5.394
H  -1.859  -3.635  5.637
H  -1.915  0.937  4.240
H  -1.425  2.515  4.946
H  -1.063  2.136  3.222
H  1.124  0.141  6.422
H  -0.164  1.312  6.835
H  -0.636  -0.250  6.117
H  2.309  1.789  4.918
H  1.412  2.631  3.622
H  1.098  3.043  5.355
H  3.006  -0.063  2.686
H  4.523  -0.963  2.401
H  3.149  -1.126  1.249
H  2.952  -2.903  5.174
H  4.265  -1.753  4.747
H  2.601  -1.137  5.008
H  3.230  -4.304  3.391
H  3.078  -3.815  1.677
H  4.593  -3.430  2.594

Force components x, y, z for each atom (eV/Å):
0.998 2.049 -0.021
1.247 -1.307 0.460
1.618 -0.095 -0.570
0.149 0.409 -1.111
-0.631 0.455 -0.704
-0.656 0.215 1.903
-0.452 0.031 2.404
-1.574 -0.875 -0.925
-0.992 -1.251 0.147
0.194 0.841 0.001
-0.540 0.545 -0.214
0.841 1.466 -0.210
-0.345 1.476 0.176
0.077 -0.876 -1.119
-0.080 -0.451 -1.304
0.034 -1.442 -0.143
-2.760 -0.102 -0.120
0.820 0.194 -0.112
0.350 1.222 0.040
0.161 0.326 0.282
-0.252 -0.158 -0.224
0.592 -0.137 -0.477
-0.289 0.604 0.291
0.497 -0.541 0.156
0.118 -0.521 -0.323
-0.408 0.016 0.241
0.257 -0.083 0.821
0.316 1.705 0.265
-1.174 -1.307 0.197
-0.132 -0.447 0.569
-0.112 -0.383 0.060
-0.156 0.035 -0.468
0.462 -0.631 -1.233
-0.002 0.506 0.059
0.623 -0.020 -0.239
0.334 -0.181 0.096
-0.129 0.326 0.956
-0.925 0.576 -2.765
-0.350 2.499 1.434
0.053 -0.680 0.277
-0.210 -0.955 0.315
0.663 -1.089 0.413
0.740 -0.509 0.105
0.409 -0.094 -0.287
-0.452 -0.506 -0.134
1.215 -1.119 0.687
-0.358 -0.003 0.314
-0.168 0.293 -0.150
-0.114 -0.066 -0.516
-0.211 0.861 -0.006
-0.237 -1.051 0.388
0.713 0.473 -0.441
-0.566 0.065 -0.165
-0.153 -0.016 0.487
-0.055 -1.153 0.473
0.119 0.283 -0.247
0.027 -0.753 1.788
-0.496 1.329 1.297
0.124 -0.569 -1.008
-0.087 0.108 0.103
0.022 -0.309 0.504
0.257 0.150 -0.163
1.686 0.965 0.155
-0.673 0.152 -0.150
0.276 0.006 -0.060
-0.001 0.025 0.242
0.031 -0.058 -0.126
-0.274 0.612 -0.307
-0.609 -0.210 0.042
-0.205 0.154 0.390
0.538 -0.481 -0.157
0.289 0.758 -0.415
-0.062 0.034 0.610
-0.206 0.084 -0.153
0.446 -0.468 -0.416
0.099 0.298 -0.393
0.443 0.236 0.004
0.243 -0.547 -0.502
0.025 -0.175 0.375
-0.744 0.123 -0.342
0.259 -0.437 -0.847
0.560 0.294 -0.038
-0.521 0.143 -0.110
-0.049 -0.110 0.450
0.034 -0.573 -0.471
0.090 -0.365 -0.172
-0.513 -0.075 -0.056
0.155 0.073 0.376
0.046 0.479 -0.133
-0.437 -0.154 -0.036
0.238 -0.385 -0.201
0.157 0.160 -0.329
0.270 0.218 0.412
-0.553 -0.149 0.046

## Properties
E in Eh: -2720.7773
2S+1: 8
HOMO energy (spin up / spin down) in eV: -7.1 / -6.1
HOMO-LUMO gap (spin up / spin down) in eV: 6.78 / 4.56